ORCA calculation (wB97M-V/def2-TZVPD) on a structure of composition C6H9NOSi in a non-equilibrium geometry.

XYZ file:
```
18
Properties=species:S:1:pos:R:3:forces:R:3
C 2.5720 0.3615 0.4737 0.855 2.224 -1.417
C 2.2761 -0.9196 0.2726 -0.876 -0.308 1.196
C 1.6273 1.3935 -0.0473 0.674 -0.828 0.064
C 0.9268 -1.3326 -0.2323 0.347 0.375 -0.360
C 0.3627 1.0804 -0.3761 -0.908 4.619 -0.154
C -0.1255 -0.2275 -0.2677 -0.964 -3.185 -0.342
N -1.3641 -0.6063 -0.2081 -0.095 1.466 0.219
O -4.6522 -0.4367 0.3499 -1.185 -1.299 0.305
Si -3.5305 0.5168 0.0699 2.117 0.245 1.079
H 3.5141 0.9311 0.7155 -0.634 -1.820 0.366
H 2.7490 -1.8155 0.6285 1.273 0.206 0.029
H 2.0601 2.4105 -0.1577 -0.784 -0.693 0.267
H 1.1628 -1.8364 -1.2160 -0.827 0.672 0.587
H -0.3197 2.0114 -0.5222 0.863 -2.100 -0.147
H -1.4451 -1.5847 0.0488 -0.105 -0.127 -0.377
H -3.5476 1.1043 -1.2683 0.546 0.583 -0.074
H 0.5078 -2.1002 0.4167 0.229 -0.295 -0.019
H -2.7739 1.0498 1.3199 -0.524 0.264 -1.222
```
Positions in Å, forces in eV/Å.

**HOMO-LUMO gap**: 8.159 eV
**Energy above the lowest of the compared OMol25 structures with the same formula, charge and spin**: 110.8 kJ/mol
**Electronic energy**: -17780.91469 eV
**HOMO energy**: -0.3313 Ha
**M**: 139.23 g/mol
**Multiplicity**: 1



ORCA calculation (wB97M-V/def2-TZVPD) on the molecule C6H9NS in a non-equilibrium geometry.

XYZ file:
```
17
Properties=species:S:1:pos:R:3:forces:R:3
C -2.6837 -0.0235 -0.2510 0.938 -0.453 -0.872
C -1.6283 -0.8679 -0.3455 -0.799 1.341 -0.864
C -0.6512 -1.0764 0.7790 -1.142 -1.226 0.107
C 0.7760 -0.9320 0.4105 0.745 1.010 -0.650
C 1.0195 1.5144 -0.1678 0.252 0.691 1.627
C 2.3760 0.8715 -0.2207 0.910 -0.005 -0.211
H -3.2711 0.2633 -1.1452 0.245 -0.569 0.687
H -2.9363 0.5054 0.6655 0.165 -0.136 -0.048
H -1.3966 -1.3406 -1.3161 -0.150 0.176 0.583
H -0.9812 -0.4079 1.5505 0.283 0.348 0.696
H -0.7642 -2.1181 1.1171 0.002 0.299 0.117
H 0.4172 1.4402 -1.0478 -0.368 -0.259 -0.352
H 0.7891 2.3761 0.4932 0.403 -0.466 -0.741
H 2.6294 0.3383 -1.1515 -0.325 0.154 0.454
H 3.2938 1.2575 0.2741 -1.030 -0.076 -0.131
N 1.3440 0.3050 0.5932 -0.404 0.360 -0.171
S 1.6677 -2.1052 -0.2376 0.274 -1.190 -0.230
```
Positions in Å, forces in eV/Å.

**HOMO-LUMO gap**: 8.884 eV
**Energy above the lowest of the compared OMol25 structures with the same formula, charge and spin**: 218.2 kJ/mol
**Electronic energy**: -18690.94930 eV
**HOMO energy**: -0.3133 Ha
**M**: 127.21 g/mol
**Multiplicity**: 1
**Structure (SMILES)**: C=CCC(=S)N1CC1



ORCA calculation (wB97M-V/def2-TZVPD) on the molecule C6H9NS in a non-equilibrium geometry.

XYZ file:
```
17
Properties=species:S:1:pos:R:3:forces:R:3
C 1.6914 0.3672 -0.5682 -1.179 1.395 1.970
C 0.1980 0.1101 -0.0698 1.260 1.149 -2.754
C -0.3338 -1.1227 0.0423 1.322 0.146 -0.041
C -1.7150 -0.9665 0.5437 -1.265 -1.272 0.327
C -2.0639 0.4755 0.4540 -1.826 1.948 0.687
C -0.8393 1.2665 0.0058 1.078 -1.358 3.108
H 2.7019 -0.8842 0.8546 -0.705 0.307 -2.925
H 3.1669 -0.9054 -0.8740 -0.810 -0.571 1.848
H 1.8887 0.8000 -1.6328 -0.754 -1.606 1.482
H 2.1401 1.2151 0.0455 -0.836 -0.588 -0.471
H 0.2348 -2.0890 -0.2180 -1.188 1.741 0.789
H -2.0946 -1.7294 1.2815 0.220 1.284 -0.732
H -2.8524 1.0754 1.0546 1.743 -1.473 -0.367
H -0.9430 1.8423 -0.8998 0.029 0.182 -0.160
H -0.5782 1.8962 0.9320 -0.155 -0.293 -1.596
N 2.3564 -0.8767 -0.1863 2.988 -0.124 -0.607
S -2.9579 -0.4742 -0.7649 0.077 -0.867 -0.560
```
Positions in Å, forces in eV/Å.

**HOMO-LUMO gap**: 9.131 eV
**Energy above the lowest of the compared OMol25 structures with the same formula, charge and spin**: 232.2 kJ/mol
**Electronic energy**: -18690.80404 eV
**HOMO energy**: -0.3035 Ha
**M**: 127.21 g/mol
**Multiplicity**: 1
**Structure (SMILES)**: NCC1=C[C@@H]2S[C@@H]2C1



ORCA calculation (wB97M-V/def2-TZVPD) on the molecule C6H9NS in a non-equilibrium geometry.

XYZ file:
```
17
Properties=species:S:1:pos:R:3:forces:R:3
C 1.8232 -0.6771 -0.2491 5.001 -2.488 -1.239
C 0.4698 -0.1517 -0.0284 -2.140 -1.017 -0.236
C -0.1290 0.6580 1.1583 1.213 2.874 -2.326
C -0.4874 1.8716 0.1616 0.293 0.434 0.827
C -0.4494 -1.3146 -0.3289 -4.133 -1.806 -2.911
C -1.9310 -0.6857 -0.5893 -4.075 0.613 4.097
H 2.2974 -1.4319 0.6522 -1.444 2.338 -2.401
H 1.7338 -1.3946 -1.2135 0.309 1.394 2.276
H 2.7040 0.0341 -0.6868 -2.272 -1.186 1.795
H -1.0246 0.2937 1.6496 0.289 -0.335 -0.021
H 0.6125 1.0802 1.7941 0.560 -0.334 1.032
H -0.0622 2.9075 0.2112 0.035 -1.217 0.469
H -1.5151 1.9408 0.1089 -2.370 0.734 0.389
H -0.7204 -2.2480 0.3931 1.378 2.166 -1.603
H -0.1691 -1.5794 -1.4698 -0.634 -0.386 2.827
N -3.0330 -0.3144 -0.2063 5.957 -2.030 -2.648
S -0.1195 1.0115 -1.3565 2.031 0.246 -0.327
```
Positions in Å, forces in eV/Å.

**HOMO-LUMO gap**: 9.209 eV
**Energy above the lowest of the compared OMol25 structures with the same formula, charge and spin**: 398.5 kJ/mol
**Electronic energy**: -18689.08019 eV
**HOMO energy**: -0.3188 Ha
**M**: 127.21 g/mol
**Multiplicity**: 1
**Structure (SMILES)**: C[C@@]1(CC#N)CCS1



Q: Which value of energy above the lowest of the compared OMol25 structures with the same formula, charge and spin does entry 3 give?
A: 232.2 kJ/mol